C21H21ClN2O2S | ωB97M-V/def2-TZVPD

Computed properties:
**Strongest force on any atom**: 3.91 eV Å⁻¹
**SMILES**: N#Cc1ccc(S(=O)(=O)[C@@H](Cl)[C@H](/C=C/N2CCCC2)c2ccccc2)cc1
**M**: 400.93 g mol⁻¹
**Kohn-Sham gap**: 6.79 eV
**HOMO energy**: -0.275 Ha
**DFT total energy**: -1931.0701 Eh
**Lowest unoccupied orbital energy**: -0.705 eV

Last column: Mulliken charge in e.
Atoms and positions in Å:
N  -9.43  0.39  0.84  -0.48
C  -8.27  0.42  0.72  -0.02
C  -6.84  0.45  0.54  0.44
C  -6.11  -0.75  0.59  -0.69
C  -4.74  -0.76  0.31  -0.32
C  -4.09  0.43  0.01  0.11
S  -2.33  0.32  -0.55  1.43
O  -2.26  -0.95  -1.21  -0.63
O  -2.10  1.57  -1.26  -0.65
C  -0.98  0.24  0.83  -0.25
Cl  -1.15  -1.19  1.75  -0.19
C  0.58  0.46  0.68  0.18
C  1.53  -0.32  -0.22  -0.61
C  1.71  -0.20  -1.59  -0.38
N  2.66  -0.85  -2.33  0.15
C  3.80  -1.55  -1.70  -0.74
C  4.62  -2.15  -2.84  -0.54
C  4.06  -1.59  -4.15  -0.52
C  2.94  -0.62  -3.77  -0.68
C  1.39  0.81  2.02  0.22
C  1.68  2.10  2.48  -0.30
C  2.40  2.31  3.67  -0.52
C  2.84  1.23  4.44  -0.44
C  2.65  -0.05  3.94  -0.68
C  2.00  -0.26  2.71  -0.23
C  -4.77  1.65  0.07  -0.31
C  -6.14  1.66  0.34  -0.66
H  -6.62  -1.69  0.82  0.40
H  -4.19  -1.70  0.33  0.41
H  -1.43  1.13  1.28  0.51
H  0.32  1.42  0.15  0.40
H  2.33  -0.95  0.24  -0.04
H  0.99  0.31  -2.20  0.46
H  3.47  -2.32  -0.97  0.39
H  4.41  -0.77  -1.18  0.34
H  4.54  -3.25  -2.82  0.26
H  5.67  -1.87  -2.70  0.30
H  4.83  -1.06  -4.72  0.28
H  3.67  -2.39  -4.78  0.26
H  3.32  0.42  -3.86  0.30
H  2.04  -0.72  -4.41  0.35
H  1.28  2.99  1.95  0.31
H  2.55  3.31  4.04  0.37
H  3.34  1.38  5.38  0.42
H  2.94  -0.92  4.52  0.36
H  1.87  -1.27  2.33  0.37
H  -4.26  2.59  -0.11  0.44
H  -6.70  2.59  0.40  0.43